[1]
Molecular formula: C4H10N2OS
Method: DFT, ωB97M-V/def2-TZVPD

ΔE to the lowest compared entry with this formula, charge and spin = 9.585 eV
HOMO-LUMO gap = 6.09 eV
E_tot = -741.0257 Eh

Last column: natural (NBO) charge in e.
Positions of all 18 atoms, in Å:
S  -1.93  -1.44  -2.33  -0.122
O  2.28  1.15  0.94  -0.695
N  -0.30  1.76  0.70  -0.702
N  1.61  -1.11  1.05  -0.562
C  1.51  0.08  0.59  0.275
C  -1.36  0.01  -1.46  -0.596
C  -0.22  0.44  0.81  -0.003
C  -0.95  -0.50  -0.17  -0.248
H  1.58  1.85  0.94  0.504
H  1.43  -0.01  -0.52  0.237
H  -1.80  -1.02  0.26  0.251
H  -0.55  0.47  -2.02  0.223
H  -2.21  0.71  -1.45  0.271
H  -0.93  2.18  1.38  0.362
H  -0.37  0.04  1.83  0.177
H  2.55  -1.36  1.37  0.377
H  -0.14  -1.93  -1.33  0.195
H  -0.21  -1.32  -0.60  0.056

***

[2]
Molecular formula: C4H10N2OS
Method: DFT, ωB97M-V/def2-TZVPD

ΔE to the lowest compared entry with this formula, charge and spin = 7.038 eV
HOMO-LUMO gap = 8.96 eV
E_tot = -741.1194 Eh

Last column: natural (NBO) charge in e.
Positions of all 18 atoms, in Å:
S  0.61  -1.76  -0.80  0.180
O  2.00  1.94  -1.54  -0.670
N  -0.27  -0.35  0.03  -0.587
N  1.63  0.75  -0.51  -0.163
C  -1.39  -0.50  0.95  -0.053
C  0.29  0.91  -0.54  0.215
C  -2.55  0.58  0.67  -0.620
C  -0.83  0.08  2.35  -0.628
H  -0.35  -0.80  2.87  0.217
H  -2.08  1.53  0.71  0.192
H  -3.09  0.68  -0.29  0.213
H  -1.85  -1.56  0.91  0.234
H  -1.54  0.39  3.16  0.219
H  2.60  1.49  -2.27  0.469
H  1.44  -1.70  0.27  0.131
H  -0.07  1.01  1.80  0.224
H  -3.19  0.60  1.46  0.210
H  -0.38  1.76  -0.73  0.218

***

[3]
Molecular formula: C4H10N2OS
Method: DFT, ωB97M-V/def2-TZVPD

ΔE to the lowest compared entry with this formula, charge and spin = 5.470 eV
HOMO-LUMO gap (spin up / spin down) = 8.14 / 8.11 eV
E_tot = -741.1770 Eh

Last column: natural (NBO) charge in e.
Positions of all 18 atoms, in Å:
S  1.76  0.49  -1.08  -0.140
O  -0.57  -0.21  -0.11  -0.577
N  -0.47  2.04  0.90  -0.228
N  -0.89  2.51  -0.26  -0.588
C  -0.20  -0.30  2.37  -0.693
C  -0.45  0.42  1.08  0.407
C  0.04  -1.62  -1.95  -0.642
C  0.56  -0.93  -0.75  0.008
H  -0.97  1.96  -1.15  0.361
H  -1.17  -0.60  2.79  0.228
H  1.46  0.83  0.31  0.168
H  1.14  -1.73  -0.12  0.196
H  0.34  -1.24  2.17  0.224
H  -0.52  3.38  -0.49  0.367
H  0.20  0.26  3.13  0.242
H  -0.62  -0.86  -2.48  0.218
H  0.83  -1.91  -2.59  0.227
H  -0.47  -2.49  -1.76  0.222

***

[4]
Molecular formula: C4H10N2OS
Method: DFT, ωB97M-V/def2-TZVPD

ΔE to the lowest compared entry with this formula, charge and spin = 5.027 eV
HOMO-LUMO gap = 8.84 eV
E_tot = -741.1933 Eh

Last column: natural (NBO) charge in e.
Positions of all 18 atoms, in Å:
S  -1.28  0.60  0.87  1.888
O  -0.87  1.28  2.06  -0.927
N  -0.48  1.34  -0.41  -0.828
N  -0.53  -0.94  0.93  -0.832
C  1.50  -0.15  -0.24  -0.433
C  0.91  -0.87  0.98  -0.245
C  0.97  1.28  -0.30  -0.243
C  -3.34  0.43  0.28  -0.724
H  1.31  -1.88  1.08  0.212
H  1.14  -0.31  1.89  0.217
H  -3.72  0.13  1.26  0.159
H  1.23  -0.69  -1.15  0.194
H  -0.85  1.03  -1.30  0.394
H  -0.88  -1.52  0.17  0.382
H  1.21  1.80  0.63  0.218
H  -3.17  -0.51  -0.29  0.130
H  2.59  -0.13  -0.16  0.221
H  1.41  1.83  -1.14  0.215

***

[5]
Molecular formula: C4H10N2OS
Method: DFT, ωB97M-V/def2-TZVPD

net charge = +1
ΔE to the lowest compared entry with this formula, charge and spin = 1.035 eV
2S+1 = 2
HOMO-LUMO gap (spin up / spin down) = 11.26 / 5.04 eV
E_tot = -741.0059 Eh

Last column: natural (NBO) charge in e.
Positions of all 18 atoms, in Å:
S  -1.27  2.70  0.52  0.496
O  -0.21  0.28  2.06  -0.586
N  1.80  -0.40  1.46  -0.771
N  0.57  -0.48  -1.17  -0.472
C  -1.07  1.16  -0.41  -0.547
C  0.32  0.60  -0.24  -0.171
C  0.55  0.10  1.15  0.659
C  -0.38  -1.68  -1.13  -0.431
H  -1.38  -1.43  -1.44  0.201
H  -1.49  2.11  1.75  0.210
H  -1.74  0.50  -0.10  0.253
H  -0.39  -1.90  0.01  0.209
H  0.49  -0.08  -2.11  0.376
H  1.90  -0.67  2.38  0.412
H  -0.04  -2.50  -1.65  0.240
H  1.17  1.20  -0.42  0.261
H  -1.23  1.21  -1.47  0.263
H  2.40  -0.71  0.80  0.398

***

[6]
Molecular formula: C4H10N2S
Method: DFT, ωB97M-V/def2-TZVPD

ΔE to the lowest compared entry with this formula, charge and spin = 1.610 eV
HOMO-LUMO gap = 8.95 eV
E_tot = -666.0438 Eh

Last column: natural (NBO) charge in e.
Positions of all 17 atoms, in Å:
S  1.25  1.21  -2.02  -0.159
N  -0.66  -0.18  -0.01  -0.296
N  0.68  0.11  0.28  -0.252
C  -0.83  -1.31  -0.90  -0.419
C  1.55  0.58  -0.58  -0.076
C  -1.41  1.05  -0.22  -0.417
C  1.03  -0.22  1.62  -0.395
H  2.55  0.57  -0.15  0.188
H  -2.48  0.82  -0.19  0.200
H  -1.18  1.68  0.65  0.196
H  0.68  -1.25  1.81  0.205
H  -1.90  -1.51  -1.08  0.213
H  -0.43  -2.20  -0.38  0.194
H  -1.17  1.60  -1.12  0.207
H  -0.29  -1.19  -1.84  0.199
H  0.50  0.41  2.32  0.203
H  2.11  -0.17  1.81  0.207

***

[7]
Molecular formula: C4H10N2S
Method: DFT, ωB97M-V/def2-TZVPD

ΔE to the lowest compared entry with this formula, charge and spin = 2.722 eV
HOMO-LUMO gap = 9.68 eV
E_tot = -666.0029 Eh

Last column: natural (NBO) charge in e.
Positions of all 17 atoms, in Å:
S  0.19  0.03  -3.14  -0.037
N  0.75  -0.18  2.19  -0.477
N  -0.91  0.80  0.73  -0.610
C  0.72  -1.43  1.52  -0.447
C  0.23  0.75  -1.48  -0.568
C  -0.96  0.28  -0.71  -0.249
C  0.11  0.72  1.59  0.269
H  1.47  -1.30  0.56  0.186
H  -2.08  0.35  -1.09  0.241
H  -0.40  -1.62  1.14  0.161
H  -0.08  -1.37  -2.81  0.133
H  -0.83  -0.73  -0.65  0.201
H  0.31  1.72  2.02  0.151
H  1.33  0.68  -1.03  0.242
H  -1.14  1.71  0.64  0.366
H  1.03  -2.27  2.20  0.210
H  0.28  1.85  -1.70  0.229

***

[8]
Molecular formula: C4H10N3
Method: DFT, ωB97M-V/def2-TZVPD

net charge = +1
ΔE to the lowest compared entry with this formula, charge and spin = 1.712 eV
HOMO-LUMO gap (spin up / spin down) = 8.02 / 8.02 eV
E_tot = -322.3977 Eh

Last column: natural (NBO) charge in e.
Positions of all 17 atoms, in Å:
N  -3.10  0.32  -0.26  -0.720
N  -0.91  -0.25  -0.25  -0.475
N  2.62  0.94  0.19  -0.808
C  -1.90  0.54  0.13  0.374
C  1.17  -1.57  -0.03  -0.646
C  1.21  0.89  0.11  0.033
C  0.49  -0.27  -0.12  0.022
H  1.96  -1.57  0.80  0.231
H  -3.51  -0.59  -0.67  0.435
H  -1.36  -1.04  -0.69  0.402
H  3.04  0.19  0.71  0.398
H  1.68  -1.60  -0.99  0.253
H  0.83  1.92  0.18  0.201
H  0.37  -2.29  0.21  0.227
H  -1.86  1.41  0.68  0.223
H  3.01  1.91  0.16  0.417
H  -3.75  1.07  -0.16  0.433

***

[9]
Molecular formula: C4H10N3
Method: DFT, ωB97M-V/def2-TZVPD

net charge = +1
ΔE to the lowest compared entry with this formula, charge and spin = 5.662 eV
HOMO-LUMO gap (spin up / spin down) = 9.38 / 6.11 eV
E_tot = -322.2525 Eh

Last column: natural (NBO) charge in e.
Positions of all 17 atoms, in Å:
N  -1.72  -0.93  -0.39  -0.472
N  -3.38  0.69  -0.04  -0.802
N  0.95  0.57  -0.35  -0.580
C  1.97  1.47  0.22  -0.082
C  0.58  -0.69  0.57  -0.254
C  -2.17  0.12  0.00  0.356
C  -0.42  -1.55  -0.33  -0.250
H  1.08  0.15  -1.31  0.449
H  1.55  2.09  1.06  0.203
H  3.00  1.16  0.35  0.207
H  -0.03  -0.29  1.52  0.250
H  -4.20  0.19  0.04  0.402
H  -3.48  1.66  0.22  0.409
H  0.15  1.12  -0.44  0.436
H  -0.05  -1.64  -1.38  0.211
H  -0.44  -2.60  0.11  0.256
H  1.43  -1.16  1.11  0.261

***

[10]
Molecular formula: C4H10N3
Method: DFT, ωB97M-V/def2-TZVPD

net charge = +1
ΔE to the lowest compared entry with this formula, charge and spin = 2.674 eV
HOMO-LUMO gap = 8.62 eV
E_tot = -322.3623 Eh

Last column: natural (NBO) charge in e.
Positions of all 17 atoms, in Å:
N  -0.70  0.24  -1.59  -0.741
N  -0.80  2.00  -0.08  -0.785
N  0.28  -2.21  -1.13  -0.713
C  0.80  0.11  1.70  -0.611
C  0.47  -1.76  0.10  0.181
C  0.32  -0.44  0.38  -0.299
C  -0.41  0.45  -0.42  0.478
H  -0.17  2.35  -0.78  0.440
H  -1.85  2.13  -0.32  0.462
H  0.88  -2.50  0.82  0.230
H  0.07  0.69  2.22  0.199
H  1.13  -0.58  2.49  0.253
H  0.21  -3.10  -1.53  0.422
H  -0.58  2.53  0.77  0.443
H  -1.11  0.71  -2.40  0.424
H  1.49  0.84  1.41  0.207
H  -0.03  -1.45  -1.65  0.412